15
Properties=species:S:1:pos:R:3:nbo_charge:R:1 method="wB97M-V/def2-TZVPD" homo_energy_ev=-9.26 energy_ha=-175.6257 multiplicity=1 smiles=CC.CN charge=0 orbital_gap_ha=0.3803
N -1.277 -1.478 -0.930 -0.831
H 0.496 -1.547 0.291 0.164
C -0.078 -2.156 -0.411 -0.413
H 1.728 2.328 0.865 0.207
H 1.595 0.612 0.818 0.204
H -0.860 1.810 -0.338 0.203
H 1.489 1.565 -0.701 0.207
H -0.536 2.364 1.332 0.209
C 1.218 1.519 0.350 -0.616
H -1.044 -0.579 -1.331 0.349
H -0.396 -3.117 -0.027 0.196
C -0.310 1.625 0.571 -0.615
H 0.600 -2.317 -1.244 0.190
H -0.706 0.667 0.926 0.200
H -1.921 -1.296 -0.172 0.347